Record 1
{
  "formula": "C5H9NO",
  "method": "wB97M-V/def2-TZVPD",
  "species": ["O", "N", "C", "C", "C", "C", "C", "H", "H", "H", "H", "H", "H", "H", "H", "H"],
  "xyz": [[-0.264761, 2.442646, 0.080198], [-2.267455, -1.623341, -0.852861], [-1.212806, -1.300816, -0.496930], [-1.088343, 1.569586, 0.203415], [0.107118, -0.930356, -0.054268], [1.049411, -0.721220, -0.977140], [0.413798, -0.959268, 1.425611], [0.836392, -0.729045, -2.040796], [-0.490081, -0.941134, 2.039031], [1.475176, 1.251008, -1.311190], [2.081298, -0.566101, -0.675690], [1.040041, -0.107458, 1.713132], [-1.261313, 1.085464, 1.182616], [-1.720210, 1.213912, -0.631526], [0.956807, -1.880699, 1.647159], [1.103394, 1.848130, -1.071791]],
  "forces_ev_per_a": [[-0.67, -0.12, 0.31], [0.94, 0.36, 0.37], [-0.89, -0.34, -0.28], [0.01, 0.41, 0.06], [0.29, -0.36, -0.17], [-0.10, -0.42, 0.10], [0.01, -0.09, 0.12], [-0.01, -0.12, 0.16], [0.11, -0.04, -0.13], [0.25, 0.43, -0.22], [-0.17, 0.01, -0.03], [-0.09, -0.15, -0.12], [-0.06, 0.06, -0.10], [0.09, 0.18, 0.06], [-0.04, 0.07, 0.15], [0.33, 0.11, -0.27]],
  "energy_ev": -8865.311,
  "de_lowest_kcal_mol": 90.0,
  "smiles": "C=C(C)C#N.[H][H].C=O",
  "orbital_gap_ev": 10.3
}

***

Record 2
{
  "formula": "C3H4P2",
  "method": "wB97M-V/def2-TZVPD",
  "species": ["P", "P", "C", "C", "C", "H", "H", "H", "H"],
  "xyz": [[-0.865113, 2.778161, -1.038103], [1.139873, -0.415708, 1.649915], [-0.736801, -0.132620, -0.835832], [0.293374, -1.641207, 1.050458], [-0.836640, 1.085753, -1.039490], [0.323576, 2.894994, -1.789018], [-0.284909, -2.377238, 0.564739], [1.892805, -1.095007, 2.661588], [-0.926164, -1.097128, -1.224257]],
  "forces_ev_per_a": [[-0.21, 0.34, 0.05], [0.01, 0.16, 0.01], [-0.58, 0.80, -0.91], [0.40, 0.76, 0.13], [0.51, -0.95, 0.75], [0.16, 0.07, -0.08], [-0.30, -0.51, -0.10], [0.00, -0.19, 0.09], [0.00, -0.49, 0.06]],
  "energy_ev": -21746.207,
  "de_lowest_kcal_mol": 115.7,
  "orbital_gap_ev": [6.7, 7.9]
}

***

Record 3
{
  "formula": "C9H16INO15S3",
  "method": "wB97M-V/def2-TZVPD",
  "species": ["I", "S", "S", "S", "O", "O", "O", "O", "O", "O", "O", "O", "O", "O", "O", "O", "O", "O", "O", "N", "C", "C", "C", "C", "C", "C", "C", "C", "C", "H", "H", "H", "H", "H", "H", "H", "H", "H", "H", "H", "H", "H", "H", "H", "H"],
  "xyz": [[-0.929794, -0.434604, 0.882268], [-2.289080, -3.357100, -1.167665], [0.999953, 5.230134, 6.874133], [0.202647, -2.478465, -5.392427], [-2.922224, -4.665352, -1.814899], [0.026339, 5.638620, 5.679979], [-0.240382, -1.181422, -5.030690], [1.077339, -3.056484, -4.202177], [-2.705683, -2.350454, -2.320452], [-0.877393, -3.517189, -1.128509], [-2.989483, -2.992843, 0.012597], [0.345858, 5.530457, 8.097751], [-0.738442, -3.451269, -5.833430], [1.011828, 3.116578, 2.007584], [2.999955, 3.017102, 0.974889], [2.313939, 5.707570, 6.629266], [0.987819, 3.661702, 6.601402], [-0.996789, 1.436685, 3.155674], [1.369692, -2.405433, -6.471876], [2.554151, 1.564871, 2.763596], [2.274936, 2.593753, 1.819886], [2.647712, -2.645776, -5.855411], [-3.080973, -3.080728, -3.505917], [2.318377, -3.580288, -4.705489], [0.010978, 2.486543, 1.228335], [-0.211865, 4.514593, 4.811803], [-0.108018, 3.319340, 5.733422], [-0.656645, 1.364460, 2.023296], [-3.742116, -4.326503, -2.948858], [2.165130, -4.606505, -5.040799], [-3.724993, -5.164489, -3.639463], [-0.743191, 3.232642, 0.972450], [3.303088, -3.089247, -6.599070], [-3.751107, -2.457663, -4.089904], [3.527691, 1.670319, 3.041020], [3.045216, -3.551596, -3.899645], [0.130387, 2.399742, 5.209670], [-4.759696, -4.138016, -2.605520], [0.549997, 4.491970, 4.034244], [-1.010038, 3.188998, 6.333264], [3.057646, -1.697757, -5.506495], [0.422267, 2.086391, 0.301515], [-2.187784, -3.315249, -4.079485], [-1.196946, 4.624892, 4.367525], [2.519704, 0.667066, 2.282627]],
  "forces_ev_per_a": [[-0.03, 0.01, 0.07], [-0.01, -0.04, 0.01], [0.05, 0.04, 0.03], [0.01, 0.02, -0.08], [0.05, -0.04, -0.03], [-0.07, -0.01, 0.03], [-0.03, -0.02, 0.01], [0.06, 0.03, 0.06], [-0.10, 0.06, 0.02], [0.01, 0.00, 0.01], [0.00, 0.00, -0.01], [-0.01, 0.00, -0.02], [0.04, 0.01, -0.02], [-0.08, 0.05, -0.20], [0.00, 0.04, 0.26], [0.00, -0.02, 0.00], [0.05, 0.00, -0.06], [0.11, 0.11, -0.23], [0.00, -0.03, -0.01], [0.44, 0.15, -0.04], [-0.16, -0.11, -0.03], [0.07, 0.03, 0.06], [0.04, -0.07, -0.04], [0.03, -0.07, -0.04], [0.18, -0.01, -0.10], [0.08, -0.05, -0.13], [-0.18, -0.10, 0.02], [-0.13, -0.10, 0.19], [-0.08, 0.04, -0.03], [0.00, 0.00, -0.01], [0.05, -0.03, 0.03], [-0.08, -0.05, 0.10], [-0.05, -0.01, -0.04], [0.00, 0.06, 0.06], [0.00, -0.06, -0.06], [-0.04, 0.04, 0.04], [0.12, 0.01, 0.03], [0.00, 0.02, 0.00], [0.00, 0.00, 0.00], [0.00, 0.01, 0.00], [0.00, 0.00, 0.01], [0.01, 0.06, -0.01], [-0.07, -0.03, -0.02], [-0.02, 0.07, 0.06], [-0.25, -0.02, 0.10]],
  "energy_ev": -82398.106,
  "smiles": "NC(=O)OCC(=O)I.O=S1(=O)OCCO1.O=S1(=O)OCCO1.O=S1(=O)OCCO1",
  "orbital_gap_ev": 10.1
}